# 1
Density functional theory data (wB97M-V/def2-TZVPD) for the molecule C5H7NO2S.

Each line ends with the Mulliken charge.
Element x y z (Å)
C: -0.54 1.80 -0.36  -0.092
C: 0.41 1.05 0.17  -0.355
C: 1.67 -1.53 -0.47  0.697
C: -1.99 1.46 -0.39  -1.014
C: 0.71 -1.33 0.69  0.192
N: 0.14 -0.14 0.87  -0.172
O: 2.04 -0.62 -1.17  -0.526
O: 2.03 -2.78 -0.64  -0.427
S: 0.36 -2.62 1.67  -0.477
H: -0.25 2.71 -0.86  0.346
H: 1.46 1.29 0.08  0.411
H: -2.19 0.52 0.13  0.279
H: -2.32 1.36 -1.43  0.293
H: -2.58 2.26 0.06  0.287
H: -0.58 -0.09 1.59  0.290
H: 1.62 -3.34 0.06  0.267

Its structure (SMILES) is C/C=C\NC(=S)C(=O)O. As for the LUMO energy: -0.643 eV. The value obtained for the energy is -798.14195 hartree. The energy above the lowest of the compared OMol25 structures with the same formula, charge and spin is 0.0 kcal/mol.

---

# 2
Density functional theory data (wB97M-V/def2-TZVPD) for a cluster of 6 separate species, C54H51ClF3IN4O13 in total.

Each line ends with the Mulliken charge.
Element x y z (Å)
C: -4.36 5.05 2.31  -0.871
C: -5.20 3.73 1.85  -0.292
N: -4.36 2.69 1.08  0.321
C: -4.28 3.25 -0.32  -0.713
C: -3.80 2.18 -1.47  -0.390
C: -2.23 1.65 -1.27  0.299
N: -1.95 1.03 0.07  0.140
C: -0.51 0.57 0.05  0.299
C: -0.01 -0.14 1.48  -0.100
C: -1.08 -0.27 2.76  -0.266
C: -1.91 -1.70 2.74  0.109
C: -1.83 -2.52 4.19  0.270
N: -2.14 -1.70 5.46  -0.582
O: -1.56 -3.84 4.28  -0.578
C: 1.49 -0.74 1.74  0.199
C: 1.96 -1.39 3.18  -0.536
C: 2.42 -0.26 4.30  -0.533
C: 3.54 0.81 3.76  -0.167
O: 4.94 0.35 4.04  -0.575
C: 2.54 -0.64 0.44  0.091
C: 4.05 -1.26 0.74  -0.513
C: 4.11 -2.91 0.58  -0.248
C: 5.71 -3.32 0.33  -0.937
I: 5.94 -5.11 -0.95  -0.013
C: 2.10 0.05 -1.02  -0.196
C: 3.26 0.06 -2.16  0.885
F: 3.84 -1.32 -2.41  -0.247
F: 4.34 0.99 -1.66  -0.274
F: 2.89 0.57 -3.49  -0.245
C: 0.56 0.68 -1.17  0.374
N: 0.20 1.34 -2.46  -0.461
C: -1.22 1.83 -2.53  -0.412
Cl: -1.70 2.62 -4.18  -0.178
C: -5.17 1.42 1.18  0.173
C: -6.57 1.17 0.32  -0.723
O: -4.73 0.45 2.00  -0.584
H: -4.74 5.99 1.70  0.242
H: -3.19 4.96 2.21  0.153
H: -4.68 5.27 3.44  0.296
H: -5.53 3.17 2.85  0.330
H: -6.22 3.97 1.28  0.271
H: -5.31 3.71 -0.69  0.343
H: -3.52 4.16 -0.33  0.342
H: -4.45 1.18 -1.50  0.212
H: -3.98 2.70 -2.51  0.417
H: -0.51 -0.24 3.81  0.166
H: -1.80 0.67 2.73  0.162
H: -1.60 -2.39 1.83  -0.072
H: -3.08 -1.48 2.59  0.273
H: -2.47 -0.73 5.17  0.305
H: -3.00 -2.14 5.87  0.312
H: 1.03 -1.95 3.66  0.007
H: 2.82 -2.18 3.10  0.096
H: 2.88 -0.82 5.23  0.400
H: 1.45 0.36 4.55  0.180
H: 3.46 1.87 4.27  0.267
H: 3.51 1.00 2.59  0.094
H: 4.99 -0.65 4.03  0.314
H: 4.40 -1.05 1.86  -0.287
H: 4.89 -0.82 0.06  0.540
H: 3.46 -3.31 -0.31  0.458
H: 3.82 -3.42 1.61  0.174
H: 6.30 -2.46 -0.23  0.349
H: 6.25 -3.59 1.36  0.418
H: -6.72 0.01 0.27  0.299
H: -7.42 1.72 0.93  0.142
H: -6.49 1.60 -0.78  0.269
C: -1.32 -6.52 0.23  -0.407
C: -1.89 -5.52 0.91  -0.206
C: -2.62 -4.44 0.22  0.484
O: -3.14 -3.53 0.84  -0.562
C: -2.70 -4.51 -1.25  -0.449
C: -2.13 -5.51 -1.93  -0.396
C: -1.40 -6.59 -1.24  0.340
O: -0.88 -7.50 -1.86  -0.570
H: -0.78 -7.31 0.72  0.438
H: -1.84 -5.45 1.99  0.476
H: -3.25 -3.71 -1.74  0.449
H: -2.18 -5.57 -3.01  0.404
C: 5.70 -1.96 -8.05  -0.341
C: 4.82 -1.27 -8.79  -0.390
C: 4.00 -0.20 -8.19  0.329
O: 3.20 0.44 -8.87  -0.556
C: 4.17 0.08 -6.75  -0.294
C: 5.05 -0.62 -6.02  -0.260
C: 5.87 -1.69 -6.61  0.280
O: 6.67 -2.32 -5.94  -0.512
H: 6.31 -2.75 -8.47  0.422
H: 4.68 -1.45 -9.85  0.400
H: 3.56 0.87 -6.33  0.468
H: 5.19 -0.43 -4.96  0.449
C: -0.99 6.81 4.55  -0.282
C: 0.16 6.84 5.24  -0.363
C: 1.46 6.95 4.55  0.348
O: 2.51 6.97 5.18  -0.556
C: 1.45 7.03 3.08  -0.376
C: 0.30 7.01 2.39  -0.389
C: -1.00 6.89 3.08  0.497
O: -2.05 6.87 2.45  -0.557
H: -1.95 6.73 5.04  0.423
H: 0.18 6.78 6.32  0.406
H: 2.41 7.11 2.59  0.415
H: 0.28 7.07 1.31  0.440
C: 11.28 -4.75 -3.32  -0.334
C: 11.82 -4.09 -4.35  -0.364
C: 11.15 -2.92 -4.95  0.326
O: 11.64 -2.31 -5.89  -0.565
C: 9.85 -2.51 -4.37  -0.310
C: 9.31 -3.17 -3.34  -0.203
C: 9.98 -4.34 -2.74  0.382
O: 9.48 -4.95 -1.80  -0.517
H: 11.76 -5.61 -2.87  0.410
H: 12.77 -4.37 -4.78  0.400
H: 9.37 -1.65 -4.82  0.400
H: 8.36 -2.88 -2.91  0.376
C: -12.08 2.60 1.57  -0.334
C: -10.99 2.77 0.83  -0.304
C: -10.36 1.64 0.11  0.440
O: -9.35 1.80 -0.57  -0.546
C: -10.99 0.32 0.24  -0.352
C: -12.09 0.14 0.98  -0.346
C: -12.72 1.27 1.70  0.334
O: -13.73 1.11 2.37  -0.546
H: -12.56 3.41 2.10  0.406
H: -10.51 3.74 0.72  0.428
H: -10.52 -0.50 -0.29  0.422
H: -12.57 -0.83 1.09  0.404

Its structure (SMILES) is CCN(CCc1nc2c(CCC(N)=O)c(CCCO)c(CCCI)c(C(F)(F)F)c2nc1Cl)C(C)=O.O=C1C=CC(=O)C=C1.O=C1C=CC(=O)C=C1.O=C1C=CC(=O)C=C1.O=C1C=CC(=O)C=C1.O=C1C=CC(=O)C=C1. As for the LUMO energy: -2.017 eV. The value obtained for the energy is -4342.03392 hartree.

---

Which of these has the lowest energy? C54H51ClF3IN4O13

---

The highest LUMO energy belongs to which entry? C5H7NO2S

---

Which formula does entry 2 have? C54H51ClF3IN4O13

---

What is the energy in the first record? -798.14195 hartree